Here is 7 unconnected molecules or ions with the total composition C38H48BFN2O22 in a non-equilibrium geometry from OMol25. Energies are from ωB97M-V/def2-TZVPD.

Orbital gap, eV: 8.8
2S+1: 1
SMILES: [H]/N=C\Cc1cc(CC(=O)F)c2c(c1B(N)O)C(=O)C=CC2=O.C[C@@H]1COC(=O)O1.C[C@@H]1COC(=O)O1.C[C@@H]1COC(=O)O1.C[C@@H]1COC(=O)O1.C[C@@H]1COC(=O)O1.C[C@@H]1COC(=O)O1
E_LUMO, eV: -0.40
E_HOMO, eV: -9.2
DFT total energy, eV: -91607.45794

Each atom is followed by the atoms it is bonded to, with distances in Å.
Positions of all 112 atoms, in Å:
1 H -6.02 0.78 -1.74  C63 1.093
2 C 5.84 -0.92 -1.66  O5 1.356, O60 1.189, O81 1.357
3 O 1.02 -8.00 1.87  C96 1.187
4 C -2.06 -6.67 2.35  H22 1.094, C43 1.507, O48 1.437, C93 1.509
5 O 5.69 0.01 -0.69  C2 1.356, C38 1.436
6 H 1.04 1.55 3.23  O83 0.971
7 C -3.71 -0.52 -5.74  C36 1.505, O69 1.433, H74 1.088, H87 1.093
8 H 7.84 1.25 -2.75  C35 1.088
9 C -0.61 1.72 -1.35  H16 1.098, C32 1.538, C75 1.565, H99 1.099
10 O 2.51 3.80 2.81  C44 1.209
11 C -3.44 1.39 -4.61  O19 1.189, O69 1.356, O95 1.357
12 H -2.92 -7.31 0.46  C43 1.088
13 C 2.10 -3.60 -1.01  C15 1.505, O29 1.439, C73 1.506, H107 1.093
14 H -4.04 -6.22 3.07  C93 1.090
15 C 0.88 -4.31 -0.49  C13 1.505, O46 1.437, H67 1.093, H89 1.089
16 H 0.27 1.12 -1.61  C9 1.098
17 H 3.28 -3.32 -2.77  C73 1.090
18 H 0.39 7.64 3.20  C52 1.089
19 O -3.48 2.55 -4.33  C11 1.189
20 H -1.34 -1.79 -3.57  C112 1.091
21 C -8.22 0.57 -0.20  C25 1.509, H58 1.091, H71 1.090, H90 1.090
22 H -1.93 -5.67 1.94  C4 1.094
23 C 0.86 4.30 1.12  C39 1.381, C44 1.510, C100 1.404
24 O -5.53 -1.22 -1.84  C55 1.357, C63 1.433
25 C -7.26 -0.54 -0.52  C21 1.509, O45 1.440, C63 1.506, H64 1.094
26 H 3.06 -1.83 5.43  C102 1.091
27 C 6.19 2.38 -0.44  H34 1.090, C38 1.510, H59 1.091, H105 1.090
28 C 1.11 5.66 3.27  C44 1.516, C52 1.322, H56 1.090
29 O 1.64 -2.23 -1.02  C13 1.439, C80 1.351
30 O 0.27 -1.08 0.34  C80 1.194
31 N -2.85 1.10 -0.36  C75 1.270, H103 1.030
32 C -0.15 3.00 -0.63  C9 1.538, C39 1.411, C88 1.386
33 H -1.22 -1.53 -5.30  C112 1.092
34 H 6.99 3.12 -0.51  C27 1.090
35 C 6.85 0.93 -2.42  H8 1.088, C38 1.507, H78 1.093, O81 1.434
36 C -3.06 -0.81 -4.42  C7 1.505, H91 1.093, O95 1.436, C112 1.509
37 H -1.00 7.44 -0.78  C49 1.091
38 C 6.67 1.03 -0.92  O5 1.436, C27 1.510, C35 1.507, H108 1.094
39 C 0.57 3.07 0.58  C23 1.381, C32 1.411, B50 1.607
40 O -6.70 -2.73 -3.05  C55 1.189
41 H -2.76 -6.07 4.29  C93 1.090
42 C 3.89 0.58 6.41  H53 1.088, C54 1.507, H94 1.093, O101 1.433
43 C -2.30 -7.69 1.27  C4 1.507, H12 1.088, H62 1.093, O65 1.433
44 C 1.59 4.49 2.43  O10 1.209, C23 1.510, C28 1.516
45 O -7.75 -1.36 -1.59  C25 1.440, C55 1.358
46 O 0.32 -3.34 0.41  C15 1.437, C80 1.354
47 H 4.75 -1.75 4.91  C102 1.090
48 O -0.78 -7.10 2.87  C4 1.437, C96 1.358
49 C -0.65 6.69 -1.48  H37 1.091, C70 1.537, H76 1.097, C92 1.537
50 B 1.06 1.75 1.35  C39 1.607, N51 1.441, O83 1.389
51 N 2.21 1.09 0.78  B50 1.441, H97 1.011, H104 1.013
52 C 0.75 6.77 2.65  H18 1.089, C28 1.322, C77 1.517
53 H 4.92 0.68 6.73  C42 1.088
54 C 3.76 0.16 4.97  C42 1.507, O85 1.435, C102 1.509, H106 1.094
55 C -6.66 -1.86 -2.24  O24 1.357, O40 1.189, O45 1.358
56 H 1.07 5.59 4.35  C28 1.090
57 O 1.05 7.82 0.52  C77 1.208
58 H -8.30 1.28 -1.03  C21 1.091
59 H 5.33 2.72 -1.01  C27 1.091
60 O 5.32 -1.99 -1.65  C2 1.189
61 O 1.49 2.66 5.23  C66 1.186
62 H -2.71 -8.63 1.64  C43 1.093
63 C -5.94 -0.08 -1.07  H1 1.093, O24 1.433, C25 1.506, H79 1.088
64 H -7.13 -1.18 0.36  C25 1.094
65 O -0.96 -7.95 0.80  C43 1.433, C96 1.360
66 C 2.33 1.84 5.40  O61 1.186, O85 1.359, O101 1.357
67 H 0.14 -4.52 -1.27  C15 1.093
68 H -3.31 -7.66 3.80  C93 1.091
69 O -4.24 0.80 -5.53  C7 1.433, C11 1.356
70 C 0.57 7.22 -2.27  C49 1.537, O72 1.192, F110 1.365
71 H -9.22 0.18 -0.02  C21 1.090
72 O 0.87 8.37 -2.38  C70 1.192
73 C 2.55 -4.03 -2.38  C13 1.506, H17 1.090, H82 1.092, H98 1.090
74 H -4.51 -1.22 -5.98  C7 1.088
75 C -1.62 0.84 -0.54  C9 1.565, N31 1.270, H86 1.110
76 H -1.44 6.44 -2.20  C49 1.097
77 C 0.77 6.81 1.13  C52 1.517, O57 1.208, C100 1.522
78 H 6.09 1.48 -2.98  C35 1.093
79 H -5.21 0.14 -0.29  C63 1.088
80 C 0.70 -2.12 -0.05  O29 1.351, O30 1.194, O46 1.354
81 O 6.66 -0.47 -2.65  C2 1.357, C35 1.434
82 H 1.72 -4.05 -3.09  C73 1.092
83 O 0.44 1.31 2.51  H6 0.971, B50 1.389
84 H 3.43 -1.57 3.74  C102 1.090
85 O 2.49 0.74 4.62  C54 1.435, C66 1.359
86 H -1.26 -0.12 -0.12  C75 1.110
87 H -3.01 -0.48 -6.58  C7 1.093
88 C -0.50 4.18 -1.27  C32 1.386, C92 1.388, H111 1.091
89 H 1.12 -5.23 0.03  C15 1.089
90 H -7.90 1.12 0.69  C21 1.090
91 H -3.78 -1.13 -3.67  C36 1.093
92 C -0.21 5.42 -0.74  C49 1.537, C88 1.388, C100 1.376
93 C -3.11 -6.65 3.44  C4 1.509, H14 1.090, H41 1.090, H68 1.091
94 H 3.35 -0.07 7.10  C42 1.093
95 O -2.60 0.50 -4.03  C11 1.357, C36 1.436
96 C -0.13 -7.71 1.85  O3 1.187, O48 1.358, O65 1.360
97 H 2.08 0.09 0.86  N51 1.011
98 H 3.01 -5.02 -2.35  C73 1.090
99 H -1.12 2.03 -2.27  C9 1.099
100 C 0.46 5.48 0.47  C23 1.404, C77 1.522, C92 1.376
101 O 3.24 1.86 6.40  C42 1.433, C66 1.357
102 C 3.76 -1.33 4.75  H26 1.091, H47 1.090, C54 1.509, H84 1.090
103 H -3.03 1.99 -0.84  N31 1.030
104 H 2.32 1.39 -0.18  N51 1.013
105 H 5.87 2.31 0.60  C27 1.090
106 H 4.52 0.63 4.34  C54 1.094
107 H 2.93 -3.66 -0.31  C13 1.093
108 H 7.58 0.74 -0.39  C38 1.094
109 H -2.29 -2.80 -4.68  C112 1.090
110 F 1.29 6.23 -2.86  C70 1.365
111 H -1.05 4.13 -2.21  C88 1.091
112 C -1.91 -1.79 -4.50  H20 1.091, H33 1.092, C36 1.509, H109 1.090



Here is 12 unconnected molecules or ions with the total composition C72H60F12 in a non-equilibrium geometry from OMol25. Energies are from ωB97M-V/def2-TZVPD.

Expectation value of S²: 0.77
Orbital gap (alpha / beta), eV: 6.3 / 2.0
2S+1: 2
Total charge: +1
Energy relative to the best compared isomer or geometry (same formula, charge and spin), eV: 0.3495
E_LUMO (alpha / beta), eV: -4.03 / -8.32
E_HOMO (alpha / beta), eV: -10.4 / -10.4
DFT total energy, eV: -108233.84651

Each atom is followed by the atoms it is bonded to, with distances in Å.
Positions of all 144 atoms, in Å:
1 H 1.43 8.06 -0.64  C108 1.080
2 C 5.04 -0.50 1.58  C95 1.395, H99 1.080, C121 1.364
3 H -0.90 -4.33 -3.27  C119 1.080
4 C 3.96 -3.27 -6.22  C75 1.386, C101 1.393, F143 1.297
5 C 0.99 4.84 -0.66  H43 1.080, C88 1.330, C92 1.401
6 C 1.20 2.72 4.86  C44 1.393, C47 1.422, H51 1.080
7 C -5.51 -0.85 0.83  C105 1.388, H120 1.080, C131 1.395
8 H -4.51 2.22 3.34  C126 1.080
9 H -2.85 -0.11 6.52  C15 1.080
10 H -7.92 -0.76 -2.17  C63 1.080
11 H 3.96 2.25 -2.99  C123 1.080
12 H 5.10 -3.00 4.64  C25 1.080
13 C -3.99 3.95 0.46  C48 1.376, H67 1.080, C125 1.407
14 C 1.02 -3.67 3.20  C16 1.409, C59 1.422, H129 1.080
15 C -2.94 0.14 5.48  H9 1.080, C106 1.422, C122 1.377
16 C 1.60 -2.40 3.39  C14 1.409, H68 1.080, C136 1.414
17 F 2.89 1.46 3.66  C44 1.378
18 H 2.11 -1.16 -1.11  C45 1.080
19 C -2.66 -0.23 -5.27  C54 1.425, C81 1.373, H137 1.080
20 C 4.33 -3.35 -3.88  H24 1.080, C27 1.374, C101 1.335
21 H -3.24 1.10 1.71  C76 1.080
22 C -5.37 5.49 -0.68  C48 1.425, C69 1.347, F91 1.274
23 C 1.23 -6.61 -2.04  C74 1.363, H110 1.080, C114 1.375
24 H 4.98 -3.20 -3.04  C20 1.080
25 C 5.15 -2.33 3.80  H12 1.080, C26 1.367, C46 1.437
26 C 5.32 -0.98 3.96  C25 1.367, H49 1.080, C95 1.428
27 C 2.97 -3.43 -3.66  C20 1.374, C103 1.383, H138 1.080
28 H 0.60 -0.11 -5.76  C66 1.080
29 H -5.76 2.41 -2.00  C107 1.080
30 H 1.61 3.35 0.82  C92 1.080
31 F -3.68 -0.74 -0.56  C131 1.336
32 H 0.08 -3.00 -1.29  C52 1.080
33 H 5.09 -3.80 2.23  C46 1.080
34 H -0.19 -6.48 -3.66  C114 1.080
35 C 1.89 1.92 -3.37  C40 1.380, H73 1.080, C123 1.425
36 H 1.87 -4.11 0.15  C141 1.080
37 C -2.36 -2.62 -5.51  F53 1.350, C54 1.437, C142 1.348
38 H 2.42 5.20 2.39  C96 1.080
39 H 0.10 -4.26 6.43  C97 1.080
40 C 0.96 1.33 -4.20  C35 1.380, C66 1.423, F93 1.369
41 F -1.34 2.18 0.87  C98 1.366
42 C 3.46 3.42 4.90  C44 1.374, H60 1.080, C89 1.342
43 H 0.51 4.16 -1.34  C5 1.080
44 C 2.52 2.52 4.46  C6 1.393, F17 1.378, C42 1.374
45 C 1.46 -0.42 -0.65  H18 1.080, C72 1.378, C104 1.396
46 C 5.12 -2.74 2.42  C25 1.437, H33 1.080, C121 1.372
47 C 0.88 3.62 5.92  C6 1.422, H79 1.080, C135 1.410
48 C -4.45 5.24 0.38  C13 1.376, C22 1.425, H102 1.080
49 H 5.31 -0.67 4.99  C26 1.080
50 F 2.78 -6.56 -0.35  C74 1.319
51 H 0.59 1.87 4.60  C6 1.080
52 C 0.39 -4.02 -1.44  H32 1.080, C119 1.426, C141 1.412
53 F -2.26 -3.65 -6.37  C37 1.350
54 C -2.28 -1.32 -6.11  C19 1.425, C37 1.437, H82 1.080
55 H -1.66 -0.75 2.47  C85 1.080
56 H -3.02 0.56 -3.36  C81 1.080
57 H 2.63 0.22 1.03  C104 1.080
58 H 4.69 0.88 -5.00  C78 1.080
59 C 0.56 -4.40 4.33  C14 1.422, C97 1.403, H127 1.080
60 H 4.45 3.27 4.50  C42 1.080
61 H 5.44 1.01 3.06  C95 1.080
62 H -8.79 -1.04 -0.02  C118 1.080
63 C -7.24 -0.80 -1.33  H10 1.080, C71 1.382, C118 1.357
64 H 1.02 -3.64 -4.56  C103 1.080
65 F 1.42 -2.09 7.02  C133 1.370
66 C 1.36 0.49 -5.27  H28 1.080, C40 1.423, C117 1.392
67 H -3.12 3.73 1.07  C13 1.080
68 H 2.05 -1.88 2.56  C16 1.080
69 C -5.90 4.52 -1.46  C22 1.347, H70 1.080, C107 1.424
70 H -6.69 4.70 -2.17  C69 1.080
71 C -5.88 -0.66 -1.55  C63 1.382, H87 1.080, C131 1.400
72 C 0.27 -0.20 -1.32  C45 1.378, H128 1.080, C130 1.332
73 H 1.56 2.49 -2.51  C35 1.080
74 C 1.82 -5.94 -1.01  C23 1.363, F50 1.319, C141 1.406
75 C 2.59 -3.42 -6.05  C4 1.386, C103 1.433, H132 1.080
76 C -3.22 0.76 2.74  H21 1.080, C85 1.382, C126 1.395
77 H 2.99 -0.41 -6.29  C117 1.080
78 C 3.64 0.87 -4.75  H58 1.080, C117 1.336, C123 1.451
79 H -0.11 3.76 6.34  C47 1.080
80 H 4.03 5.05 6.04  C89 1.080
81 C -2.79 -0.34 -3.91  C19 1.373, H56 1.080, C134 1.393
82 H -2.39 -1.09 -7.16  C54 1.080
83 H 1.58 5.27 7.05  C135 1.080
84 H 0.76 1.45 2.12  C109 1.080
85 C -2.32 -0.21 3.14  H55 1.080, C76 1.382, C106 1.409
86 H 0.46 6.57 -1.89  C88 1.080
87 H -5.57 -0.48 -2.57  C71 1.080
88 C 0.97 6.12 -1.05  C5 1.330, H86 1.080, C108 1.340
89 C 3.20 4.40 5.78  C42 1.342, H80 1.080, C135 1.442
90 F 2.24 7.76 1.82  C111 1.305
91 F -5.81 6.67 -0.86  C22 1.274
92 C 1.60 4.39 0.52  C5 1.401, H30 1.080, C96 1.415
93 F -0.38 1.53 -3.98  C40 1.369
94 H -3.90 1.99 -0.43  C125 1.080
95 C 5.28 -0.04 2.88  C2 1.395, C26 1.428, H61 1.080
96 C 2.01 5.40 1.41  H38 1.080, C92 1.415, C111 1.399
97 C 0.55 -3.77 5.58  H39 1.080, C59 1.403, C133 1.351
98 C -0.52 1.18 0.42  F41 1.366, C109 1.386, C130 1.417
99 H 4.99 0.27 0.82  C2 1.080
100 H 5.85 -3.15 -5.35  C101 1.080
101 C 4.81 -3.34 -5.13  C4 1.393, C20 1.335, H100 1.080
102 H -3.98 6.02 0.97  C48 1.080
103 C 2.08 -3.53 -4.71  C27 1.383, H64 1.080, C75 1.433
104 C 1.65 0.23 0.57  C45 1.396, H57 1.080, C109 1.397
105 C -6.88 -1.01 1.02  C7 1.388, C118 1.385, H139 1.080
106 C -2.20 -0.57 4.49  C15 1.422, C85 1.409, H115 1.080
107 C -5.47 3.18 -1.29  H29 1.080, C69 1.424, C125 1.392
108 C 1.39 7.07 -0.21  H1 1.080, C88 1.340, C111 1.408
109 C 0.65 1.01 1.14  H84 1.080, C98 1.386, C104 1.397
110 H 1.60 -7.58 -2.35  C23 1.080
111 C 1.96 6.75 1.04  F90 1.305, C96 1.399, C108 1.408
112 F -4.47 1.80 5.98  C122 1.324
113 H -3.06 -1.83 -2.33  C134 1.080
114 C 0.28 -5.99 -2.82  C23 1.375, H34 1.080, C119 1.395
115 H -1.50 -1.30 4.88  C106 1.080
116 H -1.70 0.54 -1.29  C130 1.080
117 C 2.71 0.27 -5.50  C66 1.392, H77 1.080, C78 1.336
118 C -7.71 -1.01 -0.08  H62 1.080, C63 1.357, C105 1.385
119 C -0.18 -4.70 -2.56  H3 1.080, C52 1.426, C114 1.395
120 H -4.75 -1.03 1.57  C7 1.080
121 C 5.06 -1.84 1.38  C2 1.364, C46 1.372, F144 1.337
122 C -3.79 1.13 5.06  C15 1.377, F112 1.324, C126 1.346
123 C 3.28 1.67 -3.60  H11 1.080, C35 1.425, C78 1.451
124 H -2.85 -3.68 -3.77  C142 1.080
125 C -4.44 2.92 -0.38  C13 1.407, H94 1.080, C107 1.392
126 C -3.83 1.49 3.76  H8 1.080, C76 1.395, C122 1.346
127 H 0.23 -5.43 4.22  C59 1.080
128 H 0.09 -0.62 -2.29  C72 1.080
129 H 0.93 -4.05 2.19  C14 1.080
130 C -0.75 0.48 -0.79  C72 1.332, C98 1.417, H116 1.080
131 C -5.01 -0.63 -0.46  C7 1.395, F31 1.336, C71 1.400
132 H 1.85 -3.36 -6.83  C75 1.080
133 C 1.14 -2.57 5.77  F65 1.370, C97 1.351, C136 1.390
134 C -2.86 -1.63 -3.38  C81 1.393, H113 1.080, C142 1.382
135 C 1.87 4.55 6.30  C47 1.410, H83 1.080, C89 1.442
136 C 1.69 -1.88 4.70  C16 1.414, C133 1.390, H140 1.080
137 H -2.74 0.69 -5.83  C19 1.080
138 H 2.63 -3.33 -2.64  C27 1.080
139 H -7.23 -1.00 2.05  C105 1.080
140 H 2.22 -0.95 4.82  C136 1.080
141 C 1.42 -4.63 -0.69  H36 1.080, C52 1.412, C74 1.406
142 C -2.78 -2.71 -4.23  C37 1.348, H124 1.080, C134 1.382
143 F 4.40 -3.11 -7.43  C4 1.297
144 F 4.86 -2.22 0.12  C121 1.337